Computed, not measured: a structure of composition C12H21CuN5S2 at a distorted geometry, with the ωB97M-V functional and the def2-TZVPD basis.

Results
spin multiplicity	2
net charge	+2
ΔE to the lowest compared entry with this formula, charge and spin	122.6	kJ/mol
HOMO level (spin up / spin down)	-14.4 / -14.4	eV
LUMO energy (spin up / spin down)	-5.8 / -8.5	eV
HOMO-LUMO gap (spin up / spin down)	8.54 / 5.88	eV
<S²>	0.753

Element x y z (Å)
Cu 3.165 -11.757 -0.516
N 1.389 -12.927 0.031
C 1.544 -13.456 1.426
C 3.062 -13.927 1.559
N 3.983 -12.788 1.163
C 4.264 -11.822 2.335
C 3.440 -10.609 2.178
N 3.423 -10.115 0.723
H 0.470 -12.442 0.010
H 1.348 -13.738 -0.626
H 0.927 -14.317 1.473
H 1.338 -12.653 2.138
H 3.184 -14.831 0.936
H 3.373 -14.185 2.597
H 4.857 -13.283 1.012
H 5.364 -11.683 2.412
H 3.998 -12.428 3.191
H 3.803 -9.764 2.758
H 2.447 -10.901 2.480
H 4.297 -9.679 0.533
H 2.695 -9.424 0.576
C 3.040 -8.853 -2.074
C 2.570 -10.003 -2.816
N 2.619 -11.248 -2.342
C 2.178 -12.213 -3.305
C 1.893 -11.595 -4.513
S 1.926 -9.877 -4.420
C 2.114 -13.712 -3.294
C 2.027 -14.465 -4.436
S 1.666 -16.108 -4.047
C 1.691 -15.753 -2.340
N 2.034 -14.484 -2.085
C 1.661 -16.832 -1.294
H 4.082 -8.978 -1.709
H 2.348 -8.688 -1.193
H 2.978 -7.990 -2.679
H 1.732 -12.069 -5.410
H 1.971 -14.021 -5.401
H 1.427 -16.358 -0.350
H 2.589 -17.387 -1.180
H 0.836 -17.550 -1.489